{"formula": "C4H7NO2", "method": "ωB97M-V/def2-TZVPD", "species": ["C", "N", "C", "O", "C", "C", "O", "H", "H", "H", "H", "H", "H", "H"], "xyz": [[0.412, -1.256, -1.276], [-0.700, -1.142, -0.363], [-1.198, -0.030, 0.259], [-2.234, -0.023, 0.876], [-0.173, 1.058, 0.204], [0.752, 1.321, 1.360], [-0.300, 2.179, 1.128], [0.562, -2.297, -1.552], [0.254, -0.671, -2.184], [1.332, -0.913, -0.801], [-1.254, -1.976, -0.222], [0.134, 1.388, -0.783], [0.667, 0.666, 2.222], [1.747, 1.696, 1.132]], "atomic_forces_ev_per_a": [[0.40, 0.42, 0.11], [-0.93, -0.93, 0.03], [1.15, -0.63, 0.16], [-0.19, 0.19, 0.08], [0.29, 1.98, 1.15], [0.26, -1.02, -0.86], [-0.92, -0.12, -0.70], [-0.16, 0.03, 0.04], [0.04, -0.07, -0.06], [0.08, 0.01, -0.08], [-0.13, 0.23, -0.11], [0.12, -0.13, 0.04], [0.00, 0.05, 0.10], [-0.02, 0.01, 0.12]], "lowdin_charge": [-0.090, 0.009, -0.475, 0.096, -0.172, -0.125, -0.016, 0.087, 0.086, 0.083, 0.140, 0.142, 0.123, 0.113], "e_above_lowest_ev": 2.091, "lumo_ev": 0.735, "molar_mass_g_mol": 101.105, "smiles": "CNC(=O)[C@@H]1CO1", "orbital_gap_ev": 10.6}



{"formula": "C4H7NO2", "method": "ωB97M-V/def2-TZVPD", "species": ["C", "C", "C", "N", "C", "O", "O", "H", "H", "H", "H", "H", "H", "H"], "xyz": [[-1.474, -0.922, 0.154], [-0.435, -0.167, -0.699], [-0.004, 1.187, -0.130], [1.095, 0.750, 0.694], [1.683, -0.415, 0.242], [2.721, -0.899, 0.628], [0.864, -0.949, -0.684], [-1.143, -0.960, 1.209], [-1.520, -1.924, -0.265], [-2.483, -0.492, 0.109], [-0.439, -0.177, -1.795], [-0.778, 1.702, 0.451], [0.287, 1.830, -0.966], [1.660, 1.389, 1.219]], "atomic_forces_ev_per_a": [[0.50, 0.16, -0.68], [1.45, -0.88, -0.16], [-0.07, -0.16, -0.30], [0.27, 0.19, 0.20], [0.22, 0.07, 0.58], [-0.57, 0.28, -0.41], [-0.66, 0.12, 0.73], [-0.09, 0.03, -0.60], [-0.13, -0.22, 0.27], [0.36, 0.12, -0.09], [-1.69, 0.33, 0.32], [0.07, -0.30, -0.10], [0.21, 0.20, 0.16], [0.13, 0.06, 0.08]], "lowdin_charge": [-0.024, -0.262, -0.139, 0.084, -0.581, 0.097, 0.028, 0.098, 0.078, 0.083, 0.149, 0.126, 0.119, 0.144], "e_above_lowest_ev": 0.413, "lumo_ev": 0.767, "molar_mass_g_mol": 101.105, "smiles": "C[C@H]1CNC(=O)O1", "orbital_gap_ev": 10.7}



{"formula": "C4H7NO2", "method": "ωB97M-V/def2-TZVPD", "species": ["O", "C", "N", "C", "C", "O", "H", "H", "H", "C", "H", "H", "H", "H"], "xyz": [[2.675, -0.983, 0.784], [2.007, -0.072, 0.479], [1.406, 0.975, 0.321], [0.402, 1.349, -0.621], [0.042, 0.237, -1.585], [0.576, -0.843, -1.570], [-0.513, 1.662, -0.101], [0.733, 2.219, -1.205], [-0.755, 0.480, -2.314], [-1.314, -1.005, 1.162], [-1.805, -1.417, 2.045], [-0.745, -1.788, 0.656], [-2.073, -0.609, 0.479], [-0.636, -0.206, 1.471]], "atomic_forces_ev_per_a": [[-0.47, 0.64, -0.20], [0.20, -0.14, 0.12], [0.36, -0.44, 0.10], [-0.06, -0.03, -0.09], [0.19, -0.33, 0.00], [-0.24, 0.55, -0.03], [0.11, -0.05, -0.09], [-0.06, -0.12, 0.04], [0.06, -0.01, 0.05], [-0.01, -0.03, 0.02], [0.04, 0.05, -0.12], [-0.09, 0.12, 0.09], [0.10, -0.06, 0.12], [-0.14, -0.14, -0.01]], "lowdin_charge": [0.167, -0.332, 0.104, -0.186, -0.237, 0.066, 0.119, 0.126, 0.128, -0.040, 0.023, 0.027, 0.025, 0.010], "e_above_lowest_ev": 1.261, "lumo_ev": 0.750, "molar_mass_g_mol": 101.105, "smiles": "O=C=NCC=O.C", "orbital_gap_ev": 11.2}



{"formula": "C4H7NO2", "method": "ωB97M-V/def2-TZVPD", "species": ["O", "C", "C", "N", "C", "C", "O", "H", "H", "H", "H", "H", "H", "H"], "xyz": [[1.011, 1.882, 0.862], [0.674, 0.802, 0.435], [1.306, 0.016, -0.696], [0.438, -1.151, -0.822], [-0.896, -0.792, -0.324], [-0.579, 0.067, 0.895], [-1.604, 0.955, 1.240], [1.330, 0.677, -1.578], [2.340, -0.264, -0.464], [0.399, -1.487, -1.776], [-1.464, -1.692, -0.073], [-1.492, -0.183, -1.025], [-0.296, -0.581, 1.742], [-1.167, 1.750, 1.586]], "atomic_forces_ev_per_a": [[-0.17, -0.52, -0.21], [0.20, 0.44, 0.18], [0.13, 0.13, 0.01], [-0.03, -0.06, -0.16], [-0.22, -0.01, 0.03], [0.10, -0.16, -0.13], [0.10, 0.15, 0.16], [-0.05, -0.09, 0.12], [-0.15, 0.09, 0.00], [0.03, -0.06, 0.14], [0.08, 0.15, -0.07], [0.11, -0.06, 0.08], [-0.01, 0.08, -0.13], [-0.12, -0.08, -0.04]], "lowdin_charge": [0.107, -0.323, -0.130, -0.061, -0.157, -0.321, -0.001, 0.134, 0.127, 0.109, 0.121, 0.129, 0.168, 0.097], "e_above_lowest_ev": 1.246, "lumo_ev": 0.885, "molar_mass_g_mol": 101.105, "smiles": "O=C1CNC[C@@H]1O", "orbital_gap_ev": 10.4}



{"formula": "C4H7NO2", "method": "ωB97M-V/def2-TZVPD", "species": ["C", "C", "C", "N", "H", "H", "H", "H", "H", "H", "O", "C", "O", "H"], "xyz": [[-0.651, -0.422, -1.448], [-0.277, -0.700, -2.692], [-0.168, -0.403, 0.912], [-0.049, -0.941, -0.300], [-1.476, 0.239, -1.198], [0.519, -1.430, -2.807], [-0.713, -0.244, -3.563], [0.476, -0.829, 1.660], [-1.081, 0.092, 1.205], [0.652, -1.651, -0.448], [0.243, 0.955, 3.156], [0.684, 1.577, 2.207], [0.813, 1.140, 0.991], [1.029, 2.618, 2.322]], "atomic_forces_ev_per_a": [[-0.54, 0.43, -0.15], [0.30, -0.41, 0.74], [1.90, 1.84, 0.41], [-0.09, -0.68, -0.76], [0.14, 0.14, -0.20], [0.05, 0.19, -0.34], [-0.20, -0.04, 0.01], [-0.71, -0.62, 0.32], [-0.18, -0.32, -0.01], [0.16, 0.24, 0.10], [-0.07, 0.13, -0.05], [0.20, 0.18, 0.29], [-1.06, -1.09, -0.33], [0.10, 0.02, -0.03]], "lowdin_charge": [-0.195, 0.020, -0.017, -0.017, 0.122, 0.058, 0.051, 0.122, 0.127, 0.152, -0.007, -0.481, -0.061, 0.128], "e_above_lowest_ev": 2.219, "lumo_ev": 0.825, "molar_mass_g_mol": 101.105, "orbital_gap_ev": 10.0}



{"formula": "C4H7NO2", "method": "ωB97M-V/def2-TZVPD", "species": ["C", "C", "O", "C", "N", "H", "H", "H", "C", "O", "H", "H", "H", "H"], "xyz": [[-2.022, -2.461, 1.738], [-2.470, -1.347, 0.810], [-1.828, -0.426, 0.362], [-3.945, -1.365, 0.547], [-5.112, -1.378, 0.510], [-1.717, -1.991, 2.612], [-1.199, -3.036, 1.436], [-2.793, -3.279, 1.937], [0.544, 1.156, -0.991], [1.947, 0.972, -1.432], [0.340, 1.451, 0.037], [0.215, 0.123, -1.031], [0.056, 1.795, -1.772], [2.403, 1.830, -1.515]], "atomic_forces_ev_per_a": [[-2.14, -1.28, -0.88], [-0.37, 0.24, -0.47], [-0.13, -1.07, 0.60], [-2.17, -0.07, 0.18], [2.38, 0.02, -0.08], [0.34, 0.80, 1.94], [1.49, -0.29, -1.08], [0.54, 1.63, -0.18], [1.14, -0.60, -1.85], [-0.58, 0.95, 0.90], [0.59, 0.58, 0.00], [-0.56, 0.14, -0.28], [-0.02, -0.57, 1.03], [-0.51, -0.48, 0.18]], "lowdin_charge": [-0.001, -0.401, 0.111, -0.116, 0.168, 0.068, 0.068, 0.121, -0.133, -0.160, 0.064, 0.051, 0.091, 0.069], "e_above_lowest_ev": 2.727, "lumo_ev": -0.558, "molar_mass_g_mol": 101.105, "smiles": "CC(=O)C#N.CO", "orbital_gap_ev": 9.8}



{"formula": "C4H7NO2", "method": "ωB97M-V/def2-TZVPD", "species": ["H", "N", "C", "C", "O", "C", "C", "O", "H", "H", "H", "H", "H", "H"], "xyz": [[-0.874, -2.188, 1.257], [-0.944, -1.193, 1.468], [0.011, -0.585, 0.916], [1.128, -1.154, 0.077], [0.115, 0.775, 1.097], [-0.325, 1.618, 0.038], [-0.777, 0.883, -1.224], [-1.776, 0.212, -1.273], [1.102, -2.246, 0.038], [1.061, -0.782, -0.952], [2.089, -0.825, 0.482], [-1.180, 2.198, 0.403], [0.494, 2.300, -0.213], [-0.125, 0.987, -2.114]], "atomic_forces_ev_per_a": [[-0.02, 0.04, 0.13], [0.38, 0.06, -0.16], [-0.21, -0.33, -0.01], [0.02, -0.05, -0.05], [0.01, -0.10, 0.12], [-0.06, 0.23, -0.14], [-0.30, -0.25, -0.04], [0.38, 0.35, -0.01], [-0.05, 0.18, 0.06], [0.05, -0.04, 0.16], [-0.11, -0.05, -0.04], [0.06, -0.05, -0.07], [-0.10, -0.05, 0.03], [-0.07, 0.06, 0.01]], "lowdin_charge": [0.064, 0.192, -0.512, -0.001, -0.063, -0.137, -0.251, 0.080, 0.085, 0.074, 0.091, 0.133, 0.121, 0.123], "e_above_lowest_ev": 2.235, "lumo_ev": 0.458, "molar_mass_g_mol": 101.105, "smiles": "[H]/N=C(\\C)OCC=O", "orbital_gap_ev": 10.5}



{"formula": "C4H7NO2", "method": "ωB97M-V/def2-TZVPD", "species": ["H", "N", "C", "C", "O", "C", "C", "O", "H", "H", "H", "H", "H", "H"], "xyz": [[2.062, 1.801, -0.222], [2.208, 0.849, -0.569], [1.297, 0.122, -0.101], [0.993, -1.328, -0.342], [-0.434, -1.336, -0.304], [-0.779, -0.275, 0.596], [-1.747, 0.791, -0.018], [0.374, 0.527, 0.784], [1.367, -1.687, -1.296], [1.441, -1.907, 0.485], [-0.902, -0.835, 1.566], [-2.348, 1.318, 0.731], [-2.324, 0.374, -0.833], [-1.151, 1.632, -0.472]], "atomic_forces_ev_per_a": [[0.26, -0.10, 0.00], [-0.10, -0.04, -0.10], [0.84, -0.14, -0.09], [0.29, 0.08, -0.17], [0.25, 0.73, -0.21], [-0.17, 0.12, 0.27], [0.29, -0.01, 0.06], [0.59, 0.17, 0.57], [-0.17, -0.04, -0.01], [-0.21, -0.05, -0.21], [-1.01, 1.20, -0.60], [-0.17, -0.56, -0.07], [-0.49, -0.20, 0.18], [-0.18, -1.16, 0.40]], "lowdin_charge": [0.068, 0.173, -0.458, -0.095, -0.066, -0.333, 0.014, -0.003, 0.134, 0.138, 0.172, 0.079, 0.074, 0.102], "e_above_lowest_ev": 1.920, "lumo_ev": 0.930, "molar_mass_g_mol": 101.105, "smiles": "[H]/N=C1/CO[C@H](C)O1", "orbital_gap_ev": 11.0}



{"formula": "C4H7NO2", "method": "ωB97M-V/def2-TZVPD", "species": ["O", "C", "N", "C", "C", "O", "H", "H", "H", "C", "H", "H", "H", "H"], "xyz": [[-2.119, -1.426, 1.427], [-1.207, -1.445, 0.694], [-0.169, -1.702, 0.093], [0.394, -0.993, -1.010], [-0.491, 0.179, -1.363], [-1.520, 0.385, -0.767], [1.435, -0.679, -0.825], [0.432, -1.635, -1.897], [-0.210, 0.780, -2.240], [0.681, 1.283, 1.138], [1.093, 1.704, 2.053], [-0.347, 1.724, 1.084], [1.202, 1.847, 0.309], [0.827, -0.022, 1.304]], "atomic_forces_ev_per_a": [[0.63, 0.05, -0.58], [-0.03, -0.50, 0.46], [-0.38, -0.11, 0.30], [-0.17, -0.02, -0.14], [-0.48, -0.04, -0.09], [0.42, 0.10, -0.49], [-0.40, 0.01, 0.05], [0.00, -0.04, -0.01], [0.14, 0.13, 0.04], [0.27, -1.32, 0.62], [0.18, -0.04, 0.11], [0.54, -1.29, 0.17], [-0.06, -1.41, 0.57], [-0.66, 4.49, -1.01]], "lowdin_charge": [0.168, -0.355, 0.083, -0.201, -0.239, 0.056, 0.119, 0.125, 0.130, -0.076, -0.007, 0.029, 0.033, 0.135], "e_above_lowest_ev": 2.359, "lumo_ev": 0.712, "molar_mass_g_mol": 101.105, "smiles": "O=C=NCC=O.C", "orbital_gap_ev": 11.0}



Q: Which DFT total energy values were calculated for the entries above? A: -9845.189 -9846.866 -9846.018 -9846.034 -9845.061 -9844.553 -9845.045 -9845.360 -9844.920, in eV.